Entry 1:
This record from the OMol25 dataset describes a 2-piece molecular cluster, C4H13NOS overall. The level of theory is ωB97M-V/def2-TZVPD.

```
! RIJCOSX wB97M-V def2-TZVPD def2/J DEFGRID3
* xyz 0 1
C -0.23 1.93 0.49
C 0.01 0.71 -0.40
N 0.40 1.06 -1.78
C -1.17 -0.28 -0.30
C -0.99 -1.56 -1.16
S 0.02 -2.74 -0.21
H -1.00 2.56 0.04
H -0.59 1.61 1.46
H 0.72 2.45 0.52
H 0.84 0.15 0.06
H 0.60 0.16 -2.22
H 1.37 1.39 -1.76
H -2.11 0.16 -0.63
H -1.13 -0.55 0.75
H -0.41 -1.42 -2.07
H -1.92 -1.93 -1.57
H -0.86 -3.72 0.11
O 1.80 -0.06 3.01
H 2.23 0.78 2.98
H 2.41 -0.70 2.67
*
```

SMILES   C[C@H](N)CCS.O
Lowest unoccupied orbital energy   0.67 eV
Relative energy (zero: lowest compared OMol25 entry of this formula, charge and spin)   19.23 kcal per mole



Entry 2:
This record from the OMol25 dataset describes C37H43N6P2PrSSi as an isolated structure. The level of theory is ωB97M-V/def2-TZVPD.

```
! RIJCOSX wB97M-V def2-TZVPD def2/J DEFGRID3
* xyz 2 3
Pr 1.28 0.11 -0.53
N -2.26 0.43 0.65
P -1.52 1.41 -0.60
C -2.69 1.18 -1.98
C -2.12 0.97 -3.28
C -2.89 0.36 -4.29
C -4.26 0.18 -4.16
C -4.85 0.59 -2.94
C -4.13 0.96 -1.83
C -1.66 3.17 -0.14
C -2.12 4.14 -1.05
C -2.53 5.40 -0.63
C -2.34 5.75 0.69
C -1.85 4.82 1.60
C -1.40 3.54 1.21
P -1.14 -0.88 1.04
C -1.11 -0.97 2.78
C -2.30 -0.64 3.41
C -2.38 -0.39 4.77
C -1.18 -0.50 5.52
C -0.01 -0.96 4.90
C -0.04 -1.40 3.56
C -2.06 -2.31 0.43
C -2.41 -3.41 1.22
C -3.26 -4.42 0.68
C -3.64 -4.43 -0.61
C -3.23 -3.35 -1.42
C -2.44 -2.31 -0.90
H -2.69 1.06 1.40
H -1.05 1.24 -3.46
H -2.43 0.07 -5.21
H -4.83 -0.29 -4.93
H -5.93 0.64 -2.86
H -4.67 1.17 -0.87
H -2.10 4.00 -2.14
H -3.13 6.01 -1.27
H -2.68 6.63 1.13
H -1.93 5.08 2.75
H -1.01 2.83 1.92
H -3.26 -0.66 2.90
H -3.35 -0.08 5.10
H -1.12 -0.28 6.59
H 0.91 -1.00 5.48
H 0.82 -1.87 3.10
H -2.13 -3.57 2.30
H -3.52 -5.26 1.39
H -4.37 -5.18 -0.96
H -3.40 -3.34 -2.49
H -2.09 -1.49 -1.58
C 5.23 1.06 -0.07
C 4.82 -0.38 -0.17
C 5.74 -1.38 0.07
C 5.34 -2.72 0.16
C 4.03 -3.04 -0.13
C 3.15 -1.96 -0.47
N 3.56 -0.66 -0.35
N 1.91 -2.08 -1.00
Si 1.43 -3.47 -2.04
C 0.42 -4.75 -1.19
C 2.97 -4.32 -2.73
C 0.30 -2.68 -3.41
H 6.28 1.12 -0.35
H 5.15 1.45 0.95
H 4.52 1.61 -0.76
H 6.77 -0.97 0.12
H 5.96 -3.57 0.35
H 3.63 -4.06 -0.11
H 0.41 -4.72 -0.11
H 0.85 -5.76 -1.50
H -0.61 -4.79 -1.54
H 3.33 -5.08 -1.96
H 3.83 -3.66 -3.04
H 2.66 -4.87 -3.65
H -0.41 -3.40 -3.89
H 0.89 -2.25 -4.27
H -0.44 -1.94 -3.11
C 2.13 5.68 -0.17
C 2.84 4.37 -0.37
C 2.57 3.41 0.70
N 2.11 2.20 0.42
N 1.76 1.41 1.50
C 1.96 2.09 2.63
N 1.51 1.76 3.89
S 2.67 3.69 2.49
H 2.21 6.41 -1.00
H 2.47 6.19 0.77
H 1.07 5.55 -0.01
H 3.98 4.55 -0.40
H 2.55 3.97 -1.35
H 0.97 0.89 4.10
H 1.90 2.32 4.63
*
```

Lowest unoccupied orbital energy (spin up / spin down)   -5.63 / -5.49 eV
Relative energy (zero: lowest compared OMol25 entry of this formula, charge and spin)   23.45 kcal per mole



Entry 3:
This record from the OMol25 dataset describes a 2-piece molecular cluster, C34H38BrClN5O9PS2 overall. The level of theory is ωB97M-V/def2-TZVPD.

```
! RIJCOSX wB97M-V def2-TZVPD def2/J DEFGRID3
* xyz -2 1
N 2.57 5.28 7.59
C 2.91 4.13 6.65
O 4.19 3.73 6.39
C 1.60 3.37 5.95
C 2.22 2.38 4.80
C 1.12 1.64 3.84
C 0.38 0.29 4.48
C -0.75 -0.58 3.65
C -1.42 -1.86 4.42
P -2.61 -1.11 5.76
O -3.76 -2.11 6.19
O -3.24 0.37 5.03
O -1.74 -0.60 7.21
C -1.09 -0.07 2.12
C -0.36 1.29 1.47
C 0.73 2.18 2.31
C 1.42 3.54 1.70
C 2.45 3.29 0.46
S 2.99 5.03 -0.14
C 2.40 6.35 1.05
N 3.36 6.98 2.08
N 2.63 7.90 2.85
C 1.21 7.86 2.28
O 1.01 6.91 1.15
S -0.91 1.67 -0.32
C -0.99 -0.08 -1.08
C -1.65 -1.23 -0.05
C -1.78 -2.80 -0.51
C -1.21 -3.19 -2.01
C -0.56 -2.06 -3.06
C -0.03 -2.64 -4.49
C -1.03 -3.72 -5.22
C -0.12 -4.96 -5.86
C 0.45 -4.64 -7.36
N 1.10 -5.85 -8.04
C 0.79 -7.34 -7.88
C 1.75 -8.35 -8.76
C 2.75 -7.33 -9.61
C 2.26 -5.86 -9.05
C -0.45 -0.46 -2.58
C 0.18 0.67 -3.60
C 1.47 1.49 -3.02
C 1.22 3.08 -3.34
Cl 2.77 4.08 -3.56
N -2.13 -0.85 1.33
C -3.46 -0.10 1.29
C -4.36 -0.44 -0.04
O -4.34 0.48 -1.03
Br -5.42 -2.16 -0.25
H 1.75 4.91 8.15
H 2.27 6.08 6.99
H 0.86 4.16 5.49
H 1.13 2.68 6.78
H 2.80 1.51 5.37
H 3.05 2.90 4.12
H 0.69 -0.05 5.56
H -0.57 -2.41 5.04
H -1.95 -2.63 3.71
H -2.54 1.09 5.17
H -1.69 0.40 7.27
H 0.52 4.23 1.32
H 1.98 4.07 2.59
H 1.84 2.85 -0.43
H 3.43 2.71 0.73
H 0.27 8.46 2.64
H -2.27 -3.55 0.25
H -1.27 -4.31 -2.32
H 0.25 -1.83 -5.29
H 0.98 -3.23 -4.26
H -1.55 -3.17 -6.12
H -1.81 -4.23 -4.52
H -0.76 -5.96 -5.94
H 0.81 -5.23 -5.19
H 1.22 -3.74 -7.34
H -0.40 -4.29 -8.13
H -0.05 -7.78 -7.16
H 1.75 -9.53 -8.82
H 3.58 -7.62 -10.40
H 2.84 -4.94 -9.51
H -0.66 1.47 -3.85
H 0.51 0.24 -4.66
H 2.43 1.17 -3.64
H 1.66 1.24 -1.89
H 0.47 3.56 -2.56
H 0.66 3.12 -4.39
H -4.04 -0.32 2.31
H -3.25 1.07 1.32
C -4.82 0.84 7.58
O -3.82 1.53 7.42
O -4.88 -0.20 8.25
O -5.94 1.09 7.11
*
```

Lowest unoccupied orbital energy   2.54 eV



Entry 4:
This record from the OMol25 dataset describes a 4-piece molecular cluster, C15H25O10P overall. The level of theory is ωB97M-V/def2-TZVPD.

```
! RIJCOSX wB97M-V def2-TZVPD def2/J DEFGRID3
* xyz 0 1
C 2.54 2.23 -0.70
P 3.22 0.55 -0.50
O 3.34 0.08 -2.09
C 1.78 -0.50 0.11
O 1.87 -0.96 1.22
O 0.74 -0.90 -0.69
C 0.04 0.12 -1.39
O -0.38 1.12 -0.49
H 3.22 2.70 -1.42
H 2.62 2.78 0.24
H 1.53 2.29 -1.11
H 2.60 -0.50 -2.34
H 0.62 0.55 -2.21
H -0.83 -0.36 -1.84
H -1.34 1.17 -0.55
O -3.77 3.30 3.16
C -2.88 2.51 3.25
C -2.03 2.18 4.47
C -0.85 1.42 3.86
C -1.49 0.79 2.63
O -2.51 1.72 2.22
H -2.62 1.56 5.14
H -1.74 3.10 4.98
H -0.39 0.70 4.52
H -0.08 2.13 3.55
H -1.96 -0.16 2.86
H -0.79 0.65 1.81
O 5.47 -6.41 0.31
C 4.48 -5.77 0.50
C 3.66 -5.66 1.77
C 2.34 -5.06 1.28
C 2.80 -4.26 0.07
O 3.93 -4.98 -0.46
H 4.19 -5.00 2.46
H 3.55 -6.64 2.23
H 1.82 -4.45 2.01
H 1.67 -5.86 0.96
H 3.14 -3.26 0.35
H 2.04 -4.18 -0.71
O -1.52 0.74 -3.75
C -2.37 1.54 -3.48
C -2.90 2.68 -4.32
C -3.62 3.54 -3.28
C -4.04 2.51 -2.24
O -3.01 1.50 -2.29
H -3.58 2.27 -5.06
H -2.09 3.20 -4.82
H -4.46 4.11 -3.67
H -2.92 4.25 -2.83
H -4.99 2.03 -2.48
H -4.09 2.90 -1.23
*
```

SMILES   CP(O)C(=O)OCO.O=C1CCCO1.O=C1CCCO1.O=C1CCCO1
Lowest unoccupied orbital energy   0.40 eV